The following is a quantum chemistry calculation of an isolated molecule of C8H9NO2S2 in a non-equilibrium geometry, from the OMol25 dataset.

Each line ends with the Mulliken charge.
Cartesian coordinates (Å):
1 N -0.93 -0.45 0.63  -0.008
2 C 3.31 1.06 -1.06  -0.293
3 C 0.53 0.58 -1.09  0.443
4 H -1.83 -1.87 1.88  0.374
5 H 2.94 2.39 -2.63  0.341
6 H 3.51 -0.40 0.51  0.304
7 O 0.89 -0.98 2.23  -0.567
8 C 1.12 1.49 -1.91  -0.505
9 O -3.45 0.74 0.40  -0.564
10 C 2.81 0.10 -0.23  -0.541
11 C -2.15 -1.23 1.03  -0.314
12 S -1.13 0.18 -1.00  -0.065
13 H -2.71 1.45 0.43  0.339
14 H 4.37 1.34 -0.93  0.337
15 C 1.41 -0.10 -0.22  0.282
16 S 0.61 -1.30 0.83  0.315
17 H -4.13 -0.51 1.90  0.352
18 C 2.46 1.65 -2.00  -0.563
19 H 0.42 1.98 -2.59  0.351
20 H -2.60 0.46 2.24  0.312
21 H -2.59 -1.97 0.25  0.268
22 C -3.13 -0.20 1.52  -0.597

Values from the calculation:
HOMO-LUMO gap: 8.67 eV
spin multiplicity: 1
ΔE to the lowest compared entry with this formula, charge and spin: 7.45 kJ/mol

***

The following is a quantum chemistry calculation of a structure of composition C38H31N4OP2RuSTe, from the OMol25 dataset.

Each line ends with the Mulliken charge.
Cartesian coordinates (Å):
1 H -0.44 -1.64 -2.56  0.444
2 C 3.61 -2.36 -0.44  0.090
3 H -2.18 -6.79 1.87  0.413
4 H 0.41 2.79 -4.91  0.406
5 H -3.81 -1.94 4.51  0.229
6 C -1.18 -3.57 2.08  -0.338
7 C -0.17 2.81 -2.85  -0.699
8 C 3.98 0.58 2.81  -0.688
9 C -2.04 -1.12 -1.22  0.327
10 C 0.53 2.32 -3.94  -0.805
11 H -0.31 6.65 0.60  0.412
12 H 5.96 1.37 2.56  0.435
13 C -0.31 4.64 1.29  -0.220
14 H 4.58 -2.34 1.49  0.412
15 H 3.46 1.48 -0.92  0.477
16 H -0.84 3.65 -2.97  0.517
17 H -0.73 -2.87 2.78  0.380
18 C -1.04 3.46 1.49  0.233
19 H -5.13 -1.37 3.57  0.249
20 H -2.73 6.65 0.02  0.446
21 Ru -0.92 0.53 1.62  0.387
22 H 1.96 -0.13 2.77  0.345
23 H -3.80 -0.53 -0.13  0.480
24 H 2.19 -0.22 -2.44  0.010
25 S -1.67 -0.48 3.66  -0.449
26 C -0.03 2.21 -1.61  -0.684
27 H -4.05 -0.27 -4.39  0.410
28 C 5.86 -1.65 -0.10  -0.545
29 C 2.59 0.63 0.85  1.031
30 C -3.35 -0.52 3.13  0.579
31 H 6.71 -1.47 0.55  0.420
32 C 4.83 1.48 0.74  -0.752
33 C -2.19 -0.97 -3.62  -0.626
34 C 5.01 -1.60 -2.21  -0.453
35 N -4.14 -1.46 3.70  -0.419
36 O -0.39 2.41 1.98  -0.986
37 C 1.38 1.24 -3.80  -0.621
38 H 1.93 0.86 -4.65  0.473
39 C 4.67 -2.15 0.43  -0.286
40 H 4.12 0.34 3.86  0.453
41 P -1.11 -1.46 0.29  2.124
42 N -3.85 0.29 2.25  -1.232
43 H -2.85 -6.02 -0.38  0.435
44 H -1.12 -5.21 3.45  0.462
45 N 6.03 -1.37 -1.38  -0.572
46 C -3.29 2.35 1.48  -0.746
47 C -0.90 5.76 0.76  -0.581
48 N -2.90 1.16 1.76  1.048
49 C 0.83 1.13 -1.46  0.363
50 C 5.01 1.16 2.08  -0.558
51 Te 1.76 -3.10 0.27  0.480
52 H 3.01 -2.30 -2.51  0.568
53 H -0.59 2.59 -0.77  0.319
54 C -2.38 -5.33 0.30  -0.746
55 C -2.26 5.76 0.43  -0.735
56 C 1.53 0.64 -2.56  0.064
57 H 0.74 4.63 1.56  0.509
58 C 0.64 -1.46 -0.15  -0.647
59 C -2.15 -4.02 -0.08  -0.411
60 C -2.00 -5.76 1.57  -0.546
61 C -2.42 3.46 1.17  0.880
62 C -1.40 -4.88 2.46  -0.844
63 C -3.01 4.63 0.65  -0.721
64 C 2.77 0.31 2.20  -0.847
65 C 3.61 1.22 0.12  -0.463
66 C -4.07 -0.36 -2.25  -0.781
67 C 3.79 -2.10 -1.79  -0.225
68 H -4.07 4.62 0.43  0.410
69 H -1.73 -1.10 -4.59  0.472
70 H -4.36 2.55 1.56  0.413
71 C -1.55 -3.13 0.81  0.089
72 C -1.46 -1.28 -2.48  -0.075
73 H 5.18 -1.37 -3.25  0.401
74 H -2.45 -3.69 -1.07  0.418
75 C -3.35 -0.65 -1.11  -0.508
76 C -3.49 -0.51 -3.50  -0.706
77 H -5.09 0.00 -2.17  0.468
78 H 5.63 1.93 0.17  0.436
79 P 0.97 0.29 0.14  1.100

Values from the calculation:
HOMO-LUMO gap (alpha / beta): 7.57 / 5.81 eV
charge: +1
spin multiplicity: 5
ΔE to the lowest compared entry with this formula, charge and spin: 27.13 kJ/mol

***

The following is a quantum chemistry calculation of a cluster of 2 separate species, C3H4Br3P in total, from the OMol25 dataset.

Each line ends with the Mulliken charge.
Cartesian coordinates (Å):
1 H 0.36 0.59 1.75  0.451
2 H 2.19 -0.56 -1.95  0.288
3 Br 2.36 1.73 -0.06  -0.172
4 C 0.33 -0.05 0.89  -1.170
5 C 1.45 -0.71 -1.18  -0.841
6 H -0.06 -1.05 1.01  0.471
7 Br -2.88 2.26 0.21  -0.105
8 P -2.58 0.30 1.17  0.221
9 Br -3.27 -1.07 -0.41  -0.111
10 H 0.81 -1.57 -1.28  0.287
11 C 1.29 0.14 -0.14  0.681

Values from the calculation:
HOMO-LUMO gap (alpha / beta): 7.40 / 7.06 eV
spin multiplicity: 1
ΔE to the lowest compared entry with this formula, charge and spin: 177.00 kJ/mol

***

The following is a quantum chemistry calculation of a cluster of 5 separate species, C2H11O6 in total in a non-equilibrium geometry, from the OMol25 dataset.

Each line ends with the Mulliken charge.
Cartesian coordinates (Å):
1 O -1.12 1.43 1.83  -0.746
2 H -0.80 -0.34 -2.88  0.290
3 O 2.30 -0.05 1.81  -0.657
4 H -0.40 1.24 2.50  0.340
5 H 1.99 0.66 1.31  0.284
6 O 1.91 1.53 -1.27  -0.663
7 H 1.67 -0.83 1.58  0.381
8 H -1.79 -0.51 1.86  0.368
9 H -1.73 -1.36 -1.52  0.337
10 H -0.57 1.04 1.00  0.409
11 O 0.01 -0.52 0.26  -0.648
12 H -1.79 0.27 -1.62  0.311
13 O -2.15 -1.39 1.35  -0.707
14 H 1.22 1.76 -1.86  0.257
15 C -1.11 -0.58 -1.84  -1.094
16 O 1.29 -0.82 -1.48  -0.773
17 H -1.27 -1.56 1.00  0.375
18 C 0.19 -0.57 -0.96  0.550
19 H 2.16 0.58 -1.07  0.387

Values from the calculation:
HOMO-LUMO gap: 9.34 eV
charge: -1
spin multiplicity: 1
ΔE to the lowest compared entry with this formula, charge and spin: 168.26 kJ/mol

***

The following is a quantum chemistry calculation of a structure of composition C38H31BrClN9O3RuSe in a non-equilibrium geometry, from the OMol25 dataset.

Each line ends with the Mulliken charge.
Cartesian coordinates (Å):
1 C -4.93 5.02 -3.62  -0.598
2 H -3.92 4.29 0.54  0.521
3 N 6.93 -0.63 -1.74  -0.856
4 Se 7.33 0.08 -3.33  0.272
5 C -5.52 6.27 -3.50  0.124
6 C 3.59 -0.60 -0.25  -0.287
7 H 0.81 -5.47 1.15  0.400
8 C 4.79 -1.89 1.81  -1.233
9 C 4.94 -0.85 -0.33  0.261
10 H 2.77 -1.91 2.61  0.642
11 C -0.03 -0.54 6.17  -0.476
12 O -0.38 1.63 1.07  -0.157
13 C -4.27 2.22 -0.08  0.326
14 C -2.18 3.15 0.83  -1.131
15 H -6.76 7.57 -2.31  0.422
16 C 1.47 1.56 -3.15  -1.050
17 H -1.58 3.95 1.23  0.531
18 O 2.22 1.32 1.94  -0.367
19 C -2.46 -1.57 -0.08  -0.228
20 H 2.37 -2.90 -0.78  0.122
21 C 1.10 1.39 5.33  -1.136
22 C -3.45 3.32 0.45  -0.667
23 H 2.10 2.64 3.43  0.271
24 C 0.89 1.07 -1.99  -0.262
25 C 2.87 0.15 -1.31  0.234
26 C -6.30 6.59 -2.39  -0.410
27 H -0.10 -4.10 -2.22  0.393
28 H 3.20 -5.52 0.19  0.380
29 C 0.46 -5.48 0.12  -1.790
30 C 0.48 -0.42 3.78  0.205
31 N -5.47 2.36 -0.48  0.017
32 C 2.81 1.33 -3.38  -0.654
33 N -1.74 -0.51 0.24  0.115
34 H 3.31 1.70 -4.27  0.580
35 H 2.66 -6.45 -1.22  0.452
36 H 6.62 -1.71 0.69  0.579
37 H -0.54 -5.05 0.09  0.278
38 N 5.66 0.65 -3.62  -0.859
39 C 1.10 0.83 4.02  1.614
40 C -2.37 0.67 0.24  0.112
41 H 3.49 -4.91 -1.45  0.377
42 H -0.55 -2.04 4.74  0.414
43 C -5.87 4.39 -1.50  0.374
44 H 0.37 -6.51 -0.21  0.493
45 Cl 0.58 1.40 7.98  -0.223
46 H -4.35 -2.40 -0.69  0.483
47 N -6.10 3.52 -0.46  -0.915
48 C -4.44 -0.27 -0.47  -0.563
49 C -5.10 4.08 -2.63  -0.247
50 H -0.47 -1.06 7.00  0.433
51 C 5.66 -0.40 -1.54  0.919
52 H 5.23 -2.40 2.66  0.475
53 H 0.87 2.13 -3.85  0.473
54 H -4.65 3.10 -2.73  0.421
55 O 0.34 -1.01 2.63  -0.185
56 N 0.59 -2.56 -0.02  0.322
57 C -0.07 -1.08 4.91  -0.944
58 C 3.43 -1.62 1.80  -0.668
59 H -7.09 5.86 -0.52  0.455
60 H -0.01 -2.56 -0.84  0.194
61 C 5.56 -1.51 0.73  -0.709
62 N 1.72 -3.40 -0.18  -0.376
63 H -0.17 1.22 -1.78  0.378
64 C -6.48 5.65 -1.39  -0.299
65 N 2.84 -0.99 0.79  0.630
66 H 0.71 -5.60 -2.64  0.436
67 H -1.98 -2.54 -0.04  0.472
68 H 1.57 2.35 5.49  0.392
69 C 4.96 0.30 -2.58  0.901
70 H -4.34 4.80 -4.50  0.410
71 Ru 0.86 -0.27 0.78  0.893
72 C 2.78 -5.45 -0.82  -1.726
73 H 0.06 -2.89 0.78  0.190
74 C -3.81 -1.49 -0.44  -1.066
75 C 3.53 0.60 -2.44  0.205
76 C 0.56 0.72 6.38  -0.075
77 C 1.83 1.64 3.06  -0.562
78 C 1.43 -4.73 -0.78  1.421
79 C -1.54 1.82 0.73  0.135
80 Br -5.28 7.55 -4.85  -0.145
81 C 0.87 -4.61 -2.20  -1.640
82 N 1.56 0.37 -1.08  0.536
83 H 1.56 -4.07 -2.85  0.353
84 C -3.69 0.85 -0.10  0.934
85 H -5.48 -0.16 -0.74  0.533

Values from the calculation:
HOMO-LUMO gap (alpha / beta): 5.76 / 5.79 eV
charge: +1
spin multiplicity: 2
ΔE to the lowest compared entry with this formula, charge and spin: 85.32 kJ/mol

***

The following is a quantum chemistry calculation of a structure of composition C5H3NO in a non-equilibrium geometry, from the OMol25 dataset.

Each line ends with the Mulliken charge.
Cartesian coordinates (Å):
1 H 0.37 1.25 -0.38  0.243
2 H 1.03 0.50 2.50  0.409
3 O 0.93 -0.94 1.01  -0.270
4 C -1.22 0.26 -1.59  0.299
5 H 0.51 -2.00 -0.70  0.431
6 C -0.24 1.06 0.74  -0.704
7 C -0.33 0.10 -0.48  0.277
8 C 0.37 -1.06 -0.18  -0.211
9 N -1.97 0.34 -2.48  -0.408
10 C 0.62 0.31 1.51  -0.065

Values from the calculation:
HOMO-LUMO gap: 9.54 eV
spin multiplicity: 1
ΔE to the lowest compared entry with this formula, charge and spin: 380.32 kJ/mol